Entry 1:
C34H56F3N3O30S2Zr as an isolated structure. Source: OMol25; level of theory: ωB97M-V/def2-TZVPD.

Computed properties:
strongest force on any atom	0.2166	hartree/bohr
HOMO level	-6.44	eV
LUMO energy	-3.4	eV

```
! wB97M-V def2-TZVPD RIJCOSX def2/J DEFGRID3
* xyz 0 1
Zr 13.58 16.76 29.28
C 21.42 15.75 32.92
N 20.16 15.05 32.50
C 20.32 14.57 31.10
C 19.88 13.91 33.50
C 19.00 16.06 32.70
C 17.65 15.54 32.20
O 17.62 15.65 30.80
H 22.25 15.09 33.14
H 21.18 16.24 33.86
H 21.68 16.51 32.18
H 20.20 15.45 30.47
H 19.59 13.79 30.88
H 21.30 14.12 31.01
H 20.76 13.29 33.35
H 18.90 13.46 33.35
H 19.96 14.34 34.49
H 19.35 16.93 32.13
H 18.86 16.22 33.76
H 16.85 16.09 32.71
H 17.46 14.51 32.50
H 16.71 15.36 30.58
C 14.02 14.59 30.64
O 13.30 14.65 29.59
O 15.04 15.18 30.13
O 13.51 15.67 31.22
C 11.55 18.18 29.08
O 12.67 18.62 28.54
O 11.98 18.03 30.24
O 11.51 17.02 28.59
N 14.88 16.89 27.69
S 16.37 17.08 27.19
O 16.67 18.30 26.54
O 17.22 15.93 26.96
F 16.85 17.46 28.67
S 14.56 16.35 26.02
O 14.89 14.99 25.68
O 14.44 17.40 25.08
F 13.03 16.05 26.43
C 23.16 20.96 30.76
C 21.71 20.63 31.09
C 20.75 21.73 30.65
C 20.36 21.78 29.16
C 19.79 20.41 28.79
C 20.73 19.24 29.12
N 21.37 19.35 30.45
O 22.00 18.18 30.85
C 19.91 17.94 29.00
C 21.86 19.27 28.09
C 21.61 20.50 32.62
H 23.39 21.10 29.70
H 23.81 20.19 31.18
H 23.45 21.90 31.25
H 19.81 21.66 31.21
H 21.09 22.73 30.90
H 21.21 22.05 28.54
H 19.57 22.53 29.06
H 19.52 20.33 27.73
H 18.84 20.25 29.31
H 20.45 16.99 29.04
H 19.23 17.80 29.85
H 19.26 17.93 28.12
H 22.66 18.58 28.39
H 21.57 18.86 27.12
H 22.35 20.23 28.03
H 22.11 19.62 33.03
H 20.59 20.16 32.81
H 21.79 21.36 33.25
H 22.68 18.06 30.17
C 14.23 18.09 21.46
C 15.39 18.55 20.56
O 15.55 17.43 19.71
C 15.06 16.34 20.29
O 15.34 15.25 19.85
O 14.34 16.65 21.36
H 13.23 18.22 21.05
H 14.41 18.37 22.49
H 16.32 18.80 21.06
H 14.98 19.43 20.06
C 14.31 12.95 22.53
C 15.17 12.91 23.82
O 15.80 11.66 23.80
C 15.77 11.22 22.50
O 16.40 10.25 22.17
O 15.00 11.98 21.72
H 14.45 13.94 22.09
H 13.29 12.63 22.72
H 14.51 12.82 24.69
H 15.81 13.79 23.94
C 15.84 12.54 27.58
C 16.85 13.14 28.56
O 17.73 12.10 28.90
C 17.21 10.90 28.52
O 17.66 9.82 28.72
O 16.04 11.17 27.94
H 16.15 12.79 26.57
H 14.83 12.87 27.80
H 16.45 13.59 29.46
H 17.44 13.88 28.01
C 17.71 19.58 32.26
C 16.64 19.11 33.27
O 15.46 18.92 32.49
C 15.81 18.75 31.22
O 15.13 18.34 30.33
O 17.06 19.24 31.03
H 18.67 19.08 32.35
H 17.75 20.66 32.37
H 16.42 19.78 34.09
H 16.89 18.11 33.64
C 10.48 17.65 24.21
C 11.63 17.29 23.27
O 10.99 17.66 22.04
C 10.23 18.73 22.27
O 9.75 19.45 21.44
O 9.88 18.75 23.58
H 10.82 18.01 25.18
H 9.81 16.80 24.37
H 11.94 16.26 23.38
H 12.51 17.92 23.37
C 17.61 20.08 23.26
C 18.56 20.00 24.46
O 18.10 21.00 25.32
C 17.05 21.65 24.80
O 16.56 22.60 25.33
O 16.76 21.15 23.60
F 19.87 20.25 24.17
H 17.16 19.14 22.95
H 18.21 20.35 22.39
H 18.53 18.98 24.85
*
```

Entry 2:
One molecule with the formula CH3ClN2O2. Source: OMol25; level of theory: ωB97M-V/def2-TZVPD.

Computed properties:
SMILES	[O-]/[N+](CCl)=N\O
strongest force on any atom	0.0530	hartree/bohr
ΔE to the lowest compared entry with this formula, charge and spin	204.9	kJ/mol
HOMO level (alpha / beta)	-9.73 / -9.73	eV
LUMO energy (alpha / beta)	0.4 / 0.4	eV

```
! wB97M-V def2-TZVPD RIJCOSX def2/J DEFGRID3
* xyz 0 1
O -0.82 -0.21 -1.60
N -0.10 -0.25 -0.57
C -0.86 0.07 0.63
Cl -0.38 -0.81 2.16
N 1.16 -0.42 -0.40
O 1.84 -0.73 -1.53
H -0.77 1.07 0.90
H -1.93 -0.11 0.56
H 2.76 -0.51 -1.21
*
```

Entry 3:
C7H6BrIO as an isolated structure. Source: OMol25; level of theory: ωB97M-V/def2-TZVPD.

Computed properties:
strongest force on any atom	0.0849	hartree/bohr
ΔE to the lowest compared entry with this formula, charge and spin	207.7	kJ/mol
HOMO level (alpha / beta)	-7.53 / -7.53	eV
LUMO energy (alpha / beta)	-1.8 / -1.8	eV

```
! wB97M-V def2-TZVPD RIJCOSX def2/J DEFGRID3
* xyz 0 1
C 2.28 -0.12 -0.63
C 1.20 -0.01 -1.44
C 2.20 0.08 0.76
C 0.01 0.42 -0.95
C 0.92 0.24 1.29
C -0.17 0.56 0.46
C -3.09 -0.55 0.50
O -1.29 0.92 0.97
Br -2.03 -1.90 -0.02
I -4.36 0.31 -0.89
H 3.38 -0.41 -0.89
H 1.20 -0.38 -2.49
H 3.01 0.18 1.37
H -0.74 0.62 -1.83
H 0.55 0.19 2.34
H -3.09 -0.15 1.47
*
```

Entry 4:
A 2-piece molecular cluster, C4H8NO2 overall. Source: OMol25; level of theory: ωB97M-V/def2-TZVPD.

Computed properties:
strongest force on any atom	0.0894	hartree/bohr
ΔE to the lowest compared entry with this formula, charge and spin	271.7	kJ/mol
HOMO level	-3.07	eV
LUMO energy	3.7	eV

```
! wB97M-V def2-TZVPD RIJCOSX def2/J DEFGRID3
* xyz -1 1
O 1.46 -1.85 -1.78
C 0.71 -1.06 -1.12
N -0.58 -1.33 -0.85
C -2.64 1.24 0.28
O -3.75 1.85 0.21
C 1.36 0.11 -0.46
C 1.26 0.13 1.08
H -0.66 -2.39 -0.70
H -1.62 1.60 -0.07
H -2.70 0.16 0.69
H 2.33 0.02 -0.85
H 1.13 1.19 -0.83
H 0.26 0.49 1.43
H 2.01 0.72 1.58
H 1.44 -0.88 1.39
*
```

Entry 5:
One molecule with the formula C2H5PS. Source: OMol25; level of theory: ωB97M-V/def2-TZVPD.

Computed properties:
SMILES	[H]/P=C/SC
strongest force on any atom	0.0697	hartree/bohr
ΔE to the lowest compared entry with this formula, charge and spin	92.0	kJ/mol
HOMO level	-8.14	eV
LUMO energy	0.0	eV

```
! wB97M-V def2-TZVPD RIJCOSX def2/J DEFGRID3
* xyz 0 1
H -2.87 -1.85 -0.12
P -2.76 -0.35 -0.04
C -1.08 -0.29 -0.05
S -0.16 1.17 -0.04
C 1.61 0.65 -0.07
H -0.40 -1.04 0.35
H 2.06 1.52 0.21
H 2.08 0.22 -1.05
H 1.52 -0.02 0.81
*
```

Entry 6:
A 2-piece molecular cluster, C12H17N overall. Source: OMol25; level of theory: ωB97M-V/def2-TZVPD.

Computed properties:
SMILES	Cc1c[nH]c2ccccc12.CCC
strongest force on any atom	0.0454	hartree/bohr
ΔE to the lowest compared entry with this formula, charge and spin	105.9	kJ/mol
HOMO level	-7.93	eV
LUMO energy	0.9	eV

```
! wB97M-V def2-TZVPD RIJCOSX def2/J DEFGRID3
* xyz 0 1
C -1.39 2.23 0.96
C -1.80 0.81 1.06
C -3.01 0.27 0.81
N -3.01 -1.11 1.02
C -1.69 -1.47 1.29
C -1.22 -2.66 1.84
C 0.14 -2.71 2.10
C 0.96 -1.59 1.90
C 0.49 -0.39 1.36
C -0.91 -0.33 1.23
H -0.74 2.53 1.79
H -2.24 2.90 1.00
H -0.87 2.48 0.03
H -3.96 0.74 0.58
H -3.65 -1.69 0.50
H -1.87 -3.50 2.02
H 0.59 -3.60 2.50
H 2.01 -1.83 1.78
H 1.04 0.54 1.30
C 1.66 1.99 -2.01
C 1.37 0.47 -2.10
C 2.54 -0.29 -2.72
H 1.14 2.57 -2.76
H 1.50 2.36 -1.00
H 2.73 2.14 -2.12
H 0.44 0.46 -2.67
H 1.04 -0.01 -1.18
H 2.72 -1.31 -2.42
H 3.43 0.19 -2.30
H 2.57 -0.20 -3.80
*
```

Entry 7:
One molecule with the formula C4H6SSi. Source: OMol25; level of theory: ωB97M-V/def2-TZVPD.

Computed properties:
SMILES	[SiH3]c1cccs1
strongest force on any atom	0.0568	hartree/bohr
ΔE to the lowest compared entry with this formula, charge and spin	0.0	kJ/mol
HOMO level	-8.80	eV
LUMO energy	0.9	eV

```
! wB97M-V def2-TZVPD RIJCOSX def2/J DEFGRID3
* xyz 0 1
Si -1.14 1.88 0.60
C -0.11 0.37 0.00
C 0.40 -0.73 0.73
C 0.84 -1.78 -0.14
C 0.96 -1.35 -1.44
S 0.15 0.19 -1.69
H -0.32 2.93 0.21
H -1.30 1.75 2.08
H -2.44 2.05 -0.10
H 0.37 -0.78 1.86
H 1.23 -2.81 0.22
H 1.33 -1.71 -2.34
*
```

Entry 8:
One molecule with the formula C10H13FN2O. Source: OMol25; level of theory: ωB97M-V/def2-TZVPD.

Computed properties:
SMILES	NCCCO/N=C\c1ccc(F)cc1
strongest force on any atom	0.0747	hartree/bohr
ΔE to the lowest compared entry with this formula, charge and spin	121.4	kJ/mol
HOMO level	-8.67	eV
LUMO energy	0.6	eV

```
! wB97M-V def2-TZVPD RIJCOSX def2/J DEFGRID3
* xyz 0 1
N 3.80 -2.10 0.63
C 2.83 -1.08 0.60
C 2.78 -0.25 -0.71
C 2.11 1.09 -0.63
O 0.64 0.93 -0.40
N 0.14 2.20 -0.08
C -1.15 2.19 0.17
C -2.00 1.01 0.17
C -3.23 1.02 0.84
C -4.14 0.00 0.78
C -3.92 -1.01 -0.17
F -4.79 -1.96 -0.30
C -2.80 -1.04 -0.97
C -1.84 -0.02 -0.81
H 3.92 -2.62 1.56
H 4.76 -1.79 0.46
H 3.12 -0.33 1.43
H 1.85 -1.46 0.90
H 2.42 -0.73 -1.63
H 3.90 -0.16 -0.98
H 2.46 1.72 0.17
H 2.32 1.65 -1.58
H -1.51 3.21 0.40
H -3.30 1.77 1.57
H -4.95 -0.18 1.49
H -2.55 -1.94 -1.58
H -0.87 -0.12 -1.33
*
```

Entry 9:
One molecule with the formula C4H5NO2. Source: OMol25; level of theory: ωB97M-V/def2-TZVPD.

Computed properties:
SMILES	C1=NOC2(CC2)O1
strongest force on any atom	0.1060	hartree/bohr
ΔE to the lowest compared entry with this formula, charge and spin	520.8	kJ/mol
HOMO level	-9.58	eV
LUMO energy	0.9	eV

```
! wB97M-V def2-TZVPD RIJCOSX def2/J DEFGRID3
* xyz 0 1
C 1.70 -0.47 0.03
N 1.64 0.74 0.30
O 0.26 1.20 -0.28
C -0.49 -0.10 -0.08
C -1.61 -0.14 0.96
C -1.74 0.01 -0.66
O 0.54 -1.17 -0.29
H 2.55 -1.02 0.26
H -1.38 -1.16 1.48
H -2.04 0.75 1.34
H -1.99 1.08 -0.86
H -2.07 -0.93 -1.31
*
```

Entry 10:
A 2-piece molecular cluster, C4H13N3O overall. Source: OMol25; level of theory: ωB97M-V/def2-TZVPD.

Computed properties:
SMILES	N/C=C(\N)CCN.O
strongest force on any atom	0.1080	hartree/bohr
ΔE to the lowest compared entry with this formula, charge and spin	445.8	kJ/mol
HOMO level	-6.89	eV
LUMO energy	0.8	eV

```
! wB97M-V def2-TZVPD RIJCOSX def2/J DEFGRID3
* xyz 0 1
N -1.94 -1.03 1.31
C -0.97 -0.05 1.59
C 0.28 -0.15 0.95
N 0.77 -1.42 0.38
C 0.98 1.10 0.61
C 1.22 1.17 -0.83
N 0.90 2.48 -1.37
H -1.98 -1.66 0.51
H -3.01 -0.67 1.39
H -1.16 0.75 2.30
H 1.45 -1.33 -0.26
H 0.75 -2.18 1.03
H 1.86 1.24 1.31
H 0.42 1.87 1.24
H 0.64 0.31 -1.42
H 2.25 0.77 -1.35
H 0.17 2.98 -0.96
H 1.81 3.10 -1.18
O -1.60 -2.62 -1.88
H -1.94 -1.79 -2.03
H -0.90 -2.86 -1.33
*
```

Entry 11:
One molecule with the formula C5H8N2. Source: OMol25; level of theory: ωB97M-V/def2-TZVPD.

Computed properties:
SMILES	Cc1ccn(C)n1
strongest force on any atom	0.0040	hartree/bohr
ΔE to the lowest compared entry with this formula, charge and spin	45.6	kJ/mol
HOMO level	-8.94	eV
LUMO energy	1.0	eV

```
! wB97M-V def2-TZVPD RIJCOSX def2/J DEFGRID3
* xyz 0 1
C 1.04 0.74 -2.15
C 0.42 0.06 -0.96
C 0.03 -1.28 -0.77
C -0.51 -1.30 0.50
N -0.42 -0.04 0.98
C -0.80 0.51 2.26
N 0.15 0.79 0.10
H 0.28 1.01 -2.89
H 1.79 0.11 -2.64
H 1.52 1.66 -1.81
H 0.12 -2.11 -1.45
H -0.94 -2.11 1.08
H -1.42 -0.20 2.81
H -1.35 1.43 2.09
H 0.10 0.74 2.85
*
```

Entry 12:
A 2-piece molecular cluster, C6H13NO overall. Source: OMol25; level of theory: ωB97M-V/def2-TZVPD.

Computed properties:
SMILES	C=C/C=C/CCN.O
strongest force on any atom	0.0585	hartree/bohr
ΔE to the lowest compared entry with this formula, charge and spin	264.3	kJ/mol
HOMO level	-8.89	eV
LUMO energy	0.7	eV

```
! wB97M-V def2-TZVPD RIJCOSX def2/J DEFGRID3
* xyz 0 1
C 3.20 0.22 -0.52
C 2.32 0.32 0.48
C 0.91 0.55 0.11
C 0.04 1.16 0.91
C -1.40 1.54 0.49
C -2.15 0.39 -0.19
N -3.17 -0.17 0.69
H 3.03 0.30 -1.58
H 4.25 0.05 -0.30
H 2.53 -0.02 1.49
H 0.61 0.16 -0.85
H 0.39 1.45 1.90
H -1.93 1.79 1.40
H -1.21 2.39 -0.16
H -1.50 -0.37 -0.64
H -2.62 0.86 -1.06
H -2.86 -0.27 1.63
H -3.49 -1.05 0.33
O 0.97 -3.41 -1.29
H 0.32 -2.94 -1.77
H 1.79 -2.96 -1.06
*
```

Entry 13:
A 2-piece molecular cluster, C5H10N2 overall. Source: OMol25; level of theory: ωB97M-V/def2-TZVPD.

Computed properties:
SMILES	[H]/N=C/N.C=CC=C
strongest force on any atom	0.0236	hartree/bohr
ΔE to the lowest compared entry with this formula, charge and spin	157.9	kJ/mol
HOMO level	-8.73	eV
LUMO energy	1.1	eV

```
! wB97M-V def2-TZVPD RIJCOSX def2/J DEFGRID3
* xyz 0 1
H -3.20 0.02 1.97
N -2.39 -0.23 1.41
C -1.63 -0.94 2.15
N -0.35 -1.26 1.81
H -2.02 -1.53 2.99
H 0.31 -1.22 2.58
H 0.01 -0.73 1.03
C -0.71 1.30 -1.00
C 0.23 0.43 -1.34
C 1.65 0.75 -1.39
C 2.56 -0.12 -1.83
H -0.49 2.35 -0.85
H -1.75 1.04 -0.85
H -0.04 -0.59 -1.61
H 1.97 1.75 -1.12
H 3.62 0.09 -1.81
H 2.24 -1.12 -2.13
*
```

Entry 14:
C23H42BN4OOsSi4Te as an isolated structure. Source: OMol25; level of theory: ωB97M-V/def2-TZVPD.

Computed properties:
strongest force on any atom	0.0038	hartree/bohr
ΔE to the lowest compared entry with this formula, charge and spin	44.8	kJ/mol
HOMO level	-5.00	eV
LUMO energy	1.3	eV

```
! wB97M-V def2-TZVPD RIJCOSX def2/J DEFGRID3
* xyz -1 1
Os 2.30 -0.43 -0.61
C 2.88 3.39 1.18
C 3.21 2.41 0.03
C 4.74 2.32 -0.08
C 2.73 1.02 0.43
C 2.56 2.91 -1.25
C 3.28 3.15 -2.42
C 2.65 3.63 -3.56
C 1.29 3.89 -3.56
C 0.56 3.66 -2.40
C 1.19 3.17 -1.27
H 3.39 3.07 2.09
H 1.81 3.42 1.38
H 3.22 4.39 0.92
H 5.15 1.93 0.86
H 5.17 3.30 -0.27
H 5.05 1.65 -0.88
H 2.66 0.90 1.52
H 4.34 2.94 -2.46
H 3.23 3.80 -4.46
H 0.80 4.27 -4.45
H -0.51 3.83 -2.38
H 0.60 2.96 -0.38
C -0.75 1.61 2.03
Si -1.91 0.13 2.16
C -3.64 0.75 2.60
C -1.41 -1.00 3.56
Si -1.96 -0.94 0.06
Te -0.12 -0.20 -1.49
Si -2.14 -3.27 0.12
C -3.39 -3.80 1.43
C -2.79 -3.87 -1.55
C -0.49 -4.08 0.44
Si -3.74 -0.02 -1.15
C -3.69 -0.53 -2.97
C -5.41 -0.55 -0.45
C -3.60 1.86 -1.13
H -0.66 2.12 2.99
H -1.13 2.32 1.29
H 0.24 1.28 1.71
H -3.60 1.27 3.57
H -4.33 -0.09 2.70
H -4.05 1.45 1.87
H -1.35 -0.43 4.49
H -0.44 -1.48 3.41
H -2.15 -1.79 3.70
H -4.35 -3.29 1.30
H -3.03 -3.57 2.44
H -3.57 -4.88 1.38
H -3.81 -3.53 -1.72
H -2.78 -4.96 -1.59
H -2.16 -3.50 -2.36
H -0.11 -3.84 1.44
H 0.25 -3.73 -0.28
H -0.57 -5.17 0.36
H -3.80 -1.61 -3.10
H -2.75 -0.23 -3.42
H -4.50 -0.04 -3.51
H -5.53 -1.63 -0.50
H -6.23 -0.09 -1.02
H -5.52 -0.25 0.59
H -2.64 2.15 -1.55
H -3.67 2.27 -0.12
H -4.39 2.31 -1.74
B 1.81 -2.80 3.46
C 1.84 -1.99 2.10
N 1.87 -1.40 1.11
H 1.71 -1.99 4.36
H 0.84 -3.53 3.44
H 2.84 -3.43 3.53
O 3.57 -0.03 -2.37
N 4.12 -0.78 -1.49
C 5.37 -1.15 -1.58
C 6.17 -0.72 -2.68
N 6.83 -0.36 -3.56
C 5.94 -1.96 -0.55
N 6.43 -2.59 0.27
*
```

Entry 15:
A 2-piece molecular cluster, C4H12N2O2 overall. Source: OMol25; level of theory: ωB97M-V/def2-TZVPD.

Computed properties:
SMILES	CC(C)NC(N)=O.O
strongest force on any atom	0.0800	hartree/bohr
ΔE to the lowest compared entry with this formula, charge and spin	174.1	kJ/mol
HOMO level	-8.89	eV
LUMO energy	0.8	eV

```
! wB97M-V def2-TZVPD RIJCOSX def2/J DEFGRID3
* xyz 0 1
C 1.16 1.39 -0.06
C -0.34 0.91 -0.32
C -0.84 -0.17 0.65
N -0.39 0.43 -1.71
C 0.21 -0.84 -1.98
N -0.28 -1.34 -3.22
O 1.13 -1.20 -1.30
H 1.14 2.30 0.53
H 1.71 0.61 0.47
H 1.65 1.48 -1.03
H -0.99 1.78 -0.27
H -1.16 0.41 1.53
H 0.04 -0.92 0.85
H -1.73 -0.67 0.24
H -0.54 1.05 -2.48
H -0.64 -0.66 -3.89
H -0.80 -2.20 -3.16
O 0.33 -1.09 4.85
H 0.42 -0.17 4.59
H -0.10 -1.08 5.72
*
```

Entry 16:
A 2-piece molecular cluster, C3H4ClI overall. Source: OMol25; level of theory: ωB97M-V/def2-TZVPD.

Computed properties:
strongest force on any atom	0.0948	hartree/bohr
ΔE to the lowest compared entry with this formula, charge and spin	372.8	kJ/mol
HOMO level (alpha / beta)	-8.85 / -8.89	eV
LUMO energy (alpha / beta)	-0.2 / -1.1	eV

```
! wB97M-V def2-TZVPD RIJCOSX def2/J DEFGRID3
* xyz 0 1
C 0.74 -1.43 -0.12
C 0.83 -0.13 -0.07
C -1.42 1.21 0.08
Cl 2.19 -2.48 0.09
I 2.40 1.18 0.01
H -0.26 -1.82 -0.29
H -1.74 0.21 -0.37
H -1.10 2.04 -0.44
H -1.63 1.21 1.10
*
```

Entry 17:
C14H11IN3RhSe2Te2 as an isolated structure. Source: OMol25; level of theory: ωB97M-V/def2-TZVPD.

Computed properties:
<S²>	6.03
strongest force on any atom	0.0116	hartree/bohr
ΔE to the lowest compared entry with this formula, charge and spin	0.0	kJ/mol
HOMO level (alpha / beta)	-6.51 / -7.33	eV
LUMO energy (alpha / beta)	0.0 / -1.8	eV

```
! wB97M-V def2-TZVPD RIJCOSX def2/J DEFGRID3
* xyz 0 5
Rh -0.12 0.06 0.09
C 4.25 -0.68 0.05
C 4.74 0.62 0.00
C 3.86 1.68 -0.03
C 2.49 1.44 -0.02
N 2.02 0.18 0.02
C 2.88 -0.85 0.06
C 1.45 2.48 -0.03
C 1.76 3.84 -0.06
C 0.76 4.79 -0.04
C -0.57 4.38 0.03
C -0.88 3.03 0.06
C 0.11 2.05 0.03
H 4.90 -1.54 0.08
H 5.81 0.80 -0.01
H 4.23 2.69 -0.05
H 2.44 -1.84 0.11
H 2.79 4.17 -0.10
H 1.00 5.84 -0.07
H -1.36 5.11 0.05
H -1.92 2.73 0.12
Se -2.37 0.01 -0.45
Te -4.06 -0.56 2.12
Te -2.14 -0.12 3.88
Se -0.04 0.21 2.66
I -0.23 -6.05 1.71
C -0.14 -4.31 0.60
C -0.06 -4.20 -0.77
N -0.03 -2.88 -1.03
N -0.10 -2.14 0.08
C -0.17 -2.99 1.09
H -0.03 -4.95 -1.54
H -0.03 -2.42 -1.93
H -0.23 -2.64 2.10
*
```